# C30H78O30P6

A molecular structure, C30H78O30P6 at a distorted geometry (ωB97M-V with the def2-TZVPD basis set, OMol25).

molecular weight	1104.77	g/mol
relative energy (zero: lowest compared OMol25 entry of this formula, charge and spin)	1419.2	kcal/mol
HOMO	-6.99	eV
HOMO-LUMO gap	7.2835	eV
LUMO energy	0.0108	Ha
total energy	-149484.4955	eV

Last column: Mulliken charge in e.
CARTESIAN COORDINATES (ANGSTROEM)
H -2.1049 0.1101 -0.4108  -0.7091
C -4.3509 0.4194 1.3307  -0.5300
H -2.3323 -0.6122 -5.9352  0.2720
C -0.1460 2.9670 2.6946  -1.2225
C -1.6910 -3.6880 4.8327  -0.9239
H -3.2669 0.3292 -4.7875  0.3195
H 0.6610 1.5531 3.7939  0.3644
H -0.2403 -2.8434 -0.6647  -1.0329
O -2.6158 -1.4988 -3.9734  0.0837
H -6.3260 0.3229 3.0004  0.3188
H 7.4357 4.0573 -1.7711  0.4867
C 6.9590 2.8303 -0.0584  0.6433
C -1.9866 -6.0739 1.4326  -0.7714
O -1.9157 -4.7810 1.9038  -0.1751
H -2.9726 0.4957 -0.3521  -0.5076
O -0.0662 -3.1336 1.3799  1.5116
H 5.8542 3.0389 -1.8667  0.0431
O -0.1982 4.1523 0.1661  -0.5932
H -2.9114 -1.0092 0.5209  -0.0590
H 0.3750 -4.1881 -2.7808  0.2082
H -1.2258 -4.5645 5.2839  0.3383
C 2.1459 -3.0991 2.4168  -1.0802
H -3.4707 1.2492 -0.3364  1.1331
C -0.8003 0.3339 -2.7783  -1.2599
C 3.6426 2.4022 0.6975  -0.4763
O 2.4397 -1.1278 4.8421  -1.0078
H 1.4730 5.0404 1.1079  0.2529
O -4.9538 -0.6630 1.8364  -0.1021
C 2.6665 0.1963 0.7612  1.9281
C -0.3596 -3.9167 -2.0226  -0.9790
O 3.7629 2.8769 -0.6159  -0.1124
H -3.8707 -1.2179 -5.5441  0.3646
H -2.5148 -1.4336 -0.9230  -1.3065
H 3.7364 0.0763 0.5907  -1.0542
P -1.6680 -2.8323 -4.0442  0.6572
H 1.7927 -2.6402 -4.6991  0.2771
O 3.1973 0.5210 3.1208  -0.4646
O 2.4287 0.9712 -1.9930  -0.6986
H 6.2689 0.8149 1.9427  0.5295
H -0.2192 2.4632 3.6584  0.4816
H -0.6467 -0.7400 -2.8843  0.0531
P -1.6769 4.1233 0.9476  0.9180
C -4.9251 3.0111 -1.8010  -0.9546
H -4.7865 3.3423 -2.8302  0.3402
H 0.8462 3.4072 2.5948  0.5083
H 2.6546 5.3109 -1.8901  0.1737
H -0.4044 1.2524 2.3447  0.4788
C -0.3971 -1.0872 -0.6526  -1.4250
H 4.9841 0.7421 2.3281  -0.7539
O -3.9573 2.0781 -1.4180  0.1307
H -0.5885 -4.9166 -1.6539  0.5601
H -1.5759 -6.8145 2.1189  0.3241
H -5.8917 -2.3798 3.8004  0.2710
H 2.5497 1.1820 1.2114  0.3390
P 2.6363 2.4593 -1.6445  0.1746
H -1.7913 1.1427 -0.6417  0.7534
H 1.9788 -3.4241 3.4437  0.6622
C 0.8247 -2.6844 -5.1981  -0.8895
H -2.6843 -3.8699 4.4222  0.3149
H -1.0387 0.6716 -3.7869  0.1173
O -1.0462 4.0733 2.4182  -0.4828
H -7.1050 -2.6558 2.6305  0.3495
P -3.4015 0.7876 -2.2767  0.6729
H -3.7841 -2.0771 -3.0818  0.4635
H 2.4846 -3.8907 1.7483  0.3344
H -5.9523 2.6563 -1.7166  0.2468
H -0.7267 0.6422 3.9119  0.1563
O -2.2316 2.5119 0.8626  -0.2494
H 3.7102 1.3212 0.8199  0.1487
C 5.6401 -0.5983 0.4926  -0.8966
H -4.6683 -2.3861 -1.6360  0.5076
H 1.1955 5.5464 -0.4458  0.0681
H 7.5332 0.1734 0.8600  0.5538
H -0.3895 -4.6204 -0.1237  -0.0159
H -0.2818 3.7686 -1.9061  0.9785
H 5.0035 -0.4213 3.6201  0.3828
O 2.8905 3.3633 -2.9387  -0.3867
C -1.8303 -0.9307 -0.2398  1.9816
O -4.7830 1.5352 1.5052  -0.6579
H -2.6502 2.6035 -1.2213  0.6676
O -0.9831 -3.1864 3.6966  -0.1196
O -2.5643 5.1952 0.5475  -0.8439
H 4.7641 1.2977 4.0282  0.3378
H 4.1187 4.8764 -2.7932  0.2756
H -3.0306 -6.3485 1.2813  0.2621
O -3.6527 0.8292 -3.7427  -1.1133
C 0.0349 -3.6296 0.0384  -0.0034
C -3.0285 -0.6875 -5.0998  -1.0318
C -6.2564 -0.5660 2.3734  -0.3842
H -4.6681 3.8726 -1.1846  0.3344
C -3.0363 0.0662 0.6477  -0.1373
H -2.0374 -1.2145 0.7921  0.9227
O -0.1686 -1.9310 -1.5035  -0.1130
H 0.1247 2.2393 -2.5379  0.7686
H -0.6548 2.3335 -0.9312  0.6033
C 6.5275 3.6818 -1.2997  -0.6577
O -2.1253 -3.8613 -5.0225  -0.9282
H -0.0112 2.2387 1.8949  0.1798
H 1.0208 -2.0819 -6.0851  0.2836
H -6.8980 -0.4337 1.5023  0.3356
C 0.6362 5.2554 0.4434  -0.9859
H -1.5715 -2.8436 5.5114  0.1987
O 2.8910 -1.8685 2.3415  -0.1067
H 4.4523 2.7576 1.3348  0.6797
H 2.0874 -1.2147 -0.7209  0.5471
H 0.1403 0.6358 -2.3177  -0.2589
H -7.3444 -1.4571 3.8603  0.3520
C -6.6021 -1.8502 3.1656  -1.2063
H 0.0319 -3.2144 -1.2866  0.7505
O -4.1385 -0.4700 -1.5820  0.0849
P 2.3115 -0.7975 3.3757  0.4713
H 6.2812 -1.2731 -0.0746  0.6789
H 2.5615 -0.4427 1.6380  -0.2245
P -0.5274 -4.2142 2.5615  0.4637
H 0.5376 -3.7043 -5.4540  0.3360
H 1.1213 -3.6131 -0.0487  0.2464
O -0.2126 -2.1741 -4.4232  -0.2407
H -3.1335 -2.2332 -1.3571  0.1500
H -2.2556 0.4136 1.3245  -0.7164
C -2.5763 1.8663 -0.4218  -1.3386
O 1.2718 3.0815 -0.9926  1.7591
C 1.8261 -0.1985 -0.4254  -1.5768
O -1.5201 -3.3047 -2.4811  -0.2226
H 4.7077 -0.2459 0.0514  0.4815
C -3.8558 -1.7794 -2.0357  -0.6606
H 0.0787 6.1413 0.7478  0.4058
H 2.6770 2.7636 1.0512  -0.3419
C 0.0920 0.8249 3.2159  -0.8387
C 6.5118 0.5500 0.9137  -0.5934
H 5.9596 4.5442 -0.9506  0.2012
H 5.4443 -1.2246 1.3629  0.1001
C 0.0792 2.7876 -1.5970  -1.7068
C 4.5471 0.5156 3.3007  -0.1971
H 2.7728 5.1444 -3.6918  0.3500
O 0.4006 -0.0944 -0.1502  0.7203
C 3.0417 4.7238 -2.7229  -0.6796
O 6.4315 1.5568 -0.1124  -0.2561
H 2.1861 0.4536 -1.2211  -0.0404
O -1.8733 0.5245 -1.8194  2.5437
O 0.5413 -5.1791 3.0335  -0.7921
H 1.1901 -2.7529 2.0234  0.0644
O 7.4957 3.3173 0.9003  -0.5889
O 0.8403 -0.3416 2.7318  0.7144
H -1.3610 -6.1642 0.5447  0.2354